[1]
This record from OMol25 describes a 9-piece molecular cluster, C3H22O9 overall at a distorted geometry. The level of theory is ωB97M-V/def2-TZVPD.

Geometry (Å):
C 0.21 -1.43 1.63
O 1.16 -0.42 1.86
C -1.14 -0.97 1.27
C -2.26 -1.54 1.84
H 0.20 -2.01 2.57
H 0.63 -2.14 0.88
H 0.74 0.41 2.13
H -1.19 -0.15 0.55
H -3.28 -1.24 1.66
H -2.15 -2.36 2.55
H 1.49 -0.83 -1.04
H 0.09 -0.78 -1.75
O 1.02 -0.96 -1.87
H 1.41 -2.84 -1.96
H 0.05 -3.59 -2.19
O 0.99 -3.70 -2.06
H 0.13 2.34 -1.05
H 0.84 1.11 -0.59
O 0.02 1.59 -0.44
H -2.50 2.80 0.00
H -1.85 1.62 -0.68
O -2.56 2.27 -0.80
H 3.82 -0.10 0.11
H 2.46 -0.34 0.81
O 2.87 -0.07 -0.04
H -1.11 2.38 2.44
H -0.26 1.72 1.30
O -0.63 1.58 2.21
H 2.58 2.16 -1.49
H 2.54 2.58 -0.02
O 2.36 2.90 -0.91
H -2.15 -0.39 -3.01
H -2.42 0.64 -1.84
O -2.12 -0.24 -2.09

Output
Frontier orbital gap (alpha / beta), eV: 8.344 / 4.332
E_HOMO (alpha / beta), hartree: -0.4961 / -0.4959
LUMO level (alpha / beta), eV: -5.2 / -9.2
Maximum force, eV/Å: 2.2
Total charge: +1
⟨S²⟩: 0.754
Energy above the lowest of the compared OMol25 structures with the same formula, charge and spin, kcal/mol: 0.0
Multiplicity: 2

Atom charges from the Mulliken analysis, given in e for atoms 1 to 8: number 1, C, carries -0.445; number 2, O, carries -0.539; number 3, C, carries 0.850; number 4, C, carries -0.851; number 5, H, carries 0.420; number 6, H, carries 0.338; number 7, H, carries 0.452; number 8, H, carries 0.260

[2]
This record from OMol25 describes a 8-piece molecular cluster, C3H23N3O8 overall at a distorted geometry. The level of theory is ωB97M-V/def2-TZVPD.

Geometry (Å):
N -2.29 -0.82 0.46
C -1.43 -0.59 -0.67
N -0.26 0.21 -0.11
C 0.94 -0.42 -0.04
O 1.12 -1.56 -0.50
C 2.08 0.31 0.68
N 2.59 -0.44 1.79
H -3.23 -0.46 0.33
H -2.34 -1.80 0.76
H -1.81 0.04 -1.51
H -1.01 -1.49 -1.14
H -0.41 1.06 0.41
H 1.76 1.32 1.08
H 2.88 0.44 -0.12
H 2.98 -1.37 1.60
H 1.94 -0.53 2.54
O -0.04 -0.90 3.68
H -0.33 -0.86 2.78
H -0.33 -0.03 3.99
O -0.88 -3.29 1.82
H -0.45 -3.33 2.68
H -0.19 -2.79 1.36
O 0.09 2.95 -2.20
H -0.54 3.35 -2.81
H 0.20 2.04 -2.53
O -1.53 1.43 2.46
H -1.94 0.67 1.97
H -1.00 1.92 1.83
O -0.28 2.83 0.51
H -0.30 2.82 -0.47
H 0.09 3.66 0.78
O -0.12 0.63 -3.51
H -0.64 0.69 -4.33
H 0.31 -0.23 -3.52
O 1.13 -1.77 -3.60
H 2.06 -1.81 -3.84
H 1.19 -1.88 -2.62

Output
Frontier orbital gap, eV: 9.161
E_HOMO, hartree: -0.3269
LUMO level, eV: 0.3
Maximum force, eV/Å: 3.1
Structure (SMILES): NCNC(=O)CN.O.O.O.O.O.O.O
Energy above the lowest of the compared OMol25 structures with the same formula, charge and spin, kcal/mol: 0.0
Multiplicity: 1

Atom charges from the Mulliken analysis, given in e for atoms 1 to 8: number 1, N, carries -0.429; number 2, C, carries -0.714; number 3, N, carries 0.625; number 4, C, carries 0.698; number 5, O, carries -0.853; number 6, C, carries -0.686; number 7, N, carries -0.589; number 8, H, carries 0.240

[3]
This record from OMol25 describes a 10-piece molecular cluster, C3H25NO11 overall at a distorted geometry. The level of theory is ωB97M-V/def2-TZVPD.

Geometry (Å):
N -1.51 0.17 -4.04
C -0.97 -0.58 -2.90
C -2.02 -1.90 -2.65
O -1.42 -2.90 -2.39
C -1.29 0.25 -1.64
O -0.36 1.25 -1.37
H -0.90 0.91 -4.39
H -2.36 0.74 -3.87
H 0.06 -0.86 -3.14
H -3.07 -1.73 -2.55
H -2.24 0.79 -1.46
H -1.25 -0.60 -0.85
H 0.57 0.93 -1.34
O -1.04 3.51 0.39
H -1.76 3.50 -0.27
H -0.65 4.27 -0.08
O -0.47 -1.30 1.79
H -0.07 -1.76 2.54
H 0.14 -0.59 1.52
O 2.65 -1.93 0.49
H 3.10 -1.90 1.33
H 2.53 -2.79 0.06
O -3.12 1.01 2.15
H -3.13 1.95 1.97
H -2.25 0.64 1.97
O 0.29 -0.01 4.14
H -0.38 0.59 4.49
H 0.97 0.33 3.57
O 3.42 1.64 1.77
H 2.98 2.15 2.46
H 2.99 2.11 1.02
O 1.98 -0.01 -1.04
H 1.99 -0.86 -0.50
H 2.92 0.23 -0.97
O 0.71 -3.60 0.74
H 0.15 -2.80 0.87
H 0.58 -4.06 -0.09
O 0.83 1.07 1.11
H 0.01 1.42 0.71
H 1.40 0.70 0.41

Output
Frontier orbital gap, eV: 8.746
E_HOMO, hartree: -0.3177
LUMO level, eV: 0.1
Maximum force, eV/Å: 5.9
Structure (SMILES): N[C@H](C=O)CO.O.O.O.O.O.O.O.O.O
Energy above the lowest of the compared OMol25 structures with the same formula, charge and spin, kcal/mol: 115.6
Multiplicity: 1

Atom charges from the Mulliken analysis, given in e for atoms 1 to 8: number 1, N, carries -0.766; number 2, C, carries 0.322; number 3, C, carries -0.170; number 4, O, carries -0.449; number 5, C, carries -0.363; number 6, O, carries -0.588; number 7, H, carries 0.273; number 8, H, carries 0.275

[4]
This record from OMol25 describes a 10-piece molecular cluster, C3H25NO12 overall at a distorted geometry. The level of theory is ωB97M-V/def2-TZVPD.

Geometry (Å):
N -0.34 1.17 -0.12
C 0.09 -0.16 -0.58
C -0.41 -1.23 0.38
O 0.26 -1.14 1.62
C -0.38 -0.39 -2.02
O 0.08 -1.05 -2.90
O -1.50 0.39 -2.25
H 0.08 1.45 0.79
H 0.06 2.00 -0.60
H 1.15 0.07 -0.73
H -0.43 -2.24 0.02
H -1.44 -0.90 0.71
H 0.96 -1.82 1.67
H -1.97 0.05 -3.02
O -0.58 3.58 2.68
H -1.50 3.30 2.61
H -0.33 3.75 1.77
O -3.45 -0.43 0.35
H -2.64 0.09 0.32
H -4.15 0.12 0.73
O 1.82 -3.55 0.77
H 1.41 -3.72 -0.08
H 2.51 -2.92 0.52
O -2.75 -2.12 -1.75
H -3.62 -2.04 -1.35
H -2.63 -3.09 -1.78
O 3.76 -0.02 -0.97
H 4.59 0.25 -0.57
H 3.30 0.76 -1.29
O 2.33 2.17 1.48
H 2.15 1.47 2.13
H 2.51 3.01 1.92
O 2.35 -2.30 -1.62
H 3.13 -1.71 -1.66
H 1.74 -1.82 -2.22
O 0.86 0.91 3.47
H 0.73 0.12 2.92
H 0.41 1.72 3.20
O -2.53 3.41 0.27
H -1.82 2.89 -0.11
H -3.29 3.06 -0.22

Output
Frontier orbital gap, eV: 10.108
E_HOMO, hartree: -0.3670
LUMO level, eV: 0.1
Maximum force, eV/Å: 3.1
Structure (SMILES): N[C@@H](CO)C(=O)O.O.O.O.O.O.O.O.O.O
Energy above the lowest of the compared OMol25 structures with the same formula, charge and spin, kcal/mol: 21.5
Multiplicity: 1

Atom charges from the Mulliken analysis, given in e for atoms 1 to 8: number 1, N, carries -0.453; number 2, C, carries 1.261; number 3, C, carries -0.040; number 4, O, carries -0.591; number 5, C, carries 0.247; number 6, O, carries -0.665; number 7, O, carries -0.421; number 8, H, carries -0.173

[5]
This record from OMol25 describes C3H27O18STl2 as an isolated structure at a distorted geometry. The level of theory is ωB97M-V/def2-TZVPD.

Geometry (Å):
Tl 1.37 2.08 -3.56
Tl -2.77 -2.72 -1.54
S 0.00 -0.51 -0.65
O 0.23 -1.52 -1.68
O 0.24 0.83 -1.14
O -1.39 -0.68 -0.21
O 0.91 -0.74 0.46
O -2.45 2.46 -0.96
C -2.54 2.88 -2.26
O -1.51 3.20 -2.87
O -3.65 3.07 -2.85
H -1.63 2.00 -1.14
C 1.65 -0.97 3.90
O 0.34 -0.80 3.43
H 2.15 -0.02 4.12
H 1.51 -1.50 4.84
H 2.26 -1.52 3.19
H 0.53 -0.47 2.55
C 0.48 2.44 1.75
O 1.64 1.79 1.37
H -0.06 1.82 2.47
H 0.82 3.37 2.21
H -0.14 2.67 0.89
H 1.34 0.94 1.04
O -0.91 -3.31 0.85
H -0.64 -3.82 1.61
H -0.36 -2.53 0.88
O 3.09 0.61 -1.42
H 2.70 -0.13 -0.95
H 3.83 0.87 -0.88
O 1.78 -1.09 -3.66
H 2.31 -1.83 -3.95
H 1.18 -1.46 -3.01
O -3.54 -1.78 1.25
H -3.40 -2.10 2.13
H -3.32 -0.85 1.29
O 1.39 3.64 -1.01
H 1.30 3.14 -0.20
H 1.20 4.55 -0.76
O 2.86 -2.21 0.57
H 2.67 -2.67 -0.25
H 2.14 -1.59 0.66
O -4.14 0.19 -1.03
H -3.60 0.97 -1.18
H -5.04 0.49 -1.16
O 2.04 -3.48 -1.85
H 2.62 -3.46 -2.61
H 1.34 -2.86 -2.06
O -2.27 0.83 1.52
H -2.69 1.51 1.00
H -1.87 0.24 0.87

Output
Frontier orbital gap, eV: 2.557
E_HOMO, hartree: -0.7136
LUMO level, eV: -16.9
Maximum force, eV/Å: 3.3
Total charge: +3
Multiplicity: 1

Atom charges from the Mulliken analysis, given in e for atoms 1 to 8: number 1, Tl, carries 0.913; number 2, Tl, carries 0.898; number 3, S, carries 0.948; number 4, O, carries -1.301; number 5, O, carries -0.363; number 6, O, carries 0.056; number 7, O, carries -0.429; number 8, O, carries -0.429

[6]
This record from OMol25 describes a 11-piece molecular cluster, C3H29N3O11 overall at a distorted geometry. The level of theory is ωB97M-V/def2-TZVPD.

Geometry (Å):
N -1.17 -2.37 0.02
C -1.70 -2.06 1.36
N -1.06 -0.85 1.97
C 0.34 -1.10 2.43
C 1.26 -0.19 1.64
N 2.63 -0.38 1.63
O 0.88 0.88 1.15
H -0.48 -1.63 -0.22
H -1.85 -2.63 -0.66
H -1.87 -3.15 1.85
H -2.77 -1.86 1.32
H -0.90 -0.25 1.10
H 0.63 -2.11 2.49
H 0.39 -0.91 3.36
H 3.08 0.37 1.05
H 3.04 -1.35 1.68
O 1.46 -1.00 -1.36
H 1.42 -1.92 -1.60
H 2.03 -1.09 -0.57
O -2.69 0.65 -3.19
H -2.18 0.93 -2.49
H -2.28 1.29 -3.80
O 0.74 2.55 -1.50
H 1.25 2.07 -0.93
H 0.08 3.04 -1.08
O 3.41 1.82 0.13
H 2.58 2.35 0.44
H 3.55 2.03 -0.83
O -0.17 0.52 -3.12
H 0.32 0.13 -2.34
H -0.18 1.52 -2.65
O -2.76 1.42 2.54
H -2.05 1.17 1.90
H -2.81 0.62 2.84
O -0.59 -4.22 -2.45
H -1.10 -4.07 -1.64
H -0.85 -3.40 -2.96
O -0.43 3.57 1.18
H -0.27 2.94 1.92
H -1.12 4.14 1.69
O -1.98 3.03 -1.02
H -2.53 2.68 -1.80
H -1.76 2.28 -0.40
O 2.21 -3.07 0.65
H 1.35 -3.18 0.15
H 2.51 -3.91 0.29

Output
Frontier orbital gap, eV: 9.710
E_HOMO, hartree: -0.3574
LUMO level, eV: 0.0
Maximum force, eV/Å: 8.2
Structure (SMILES): NCNCC(N)=O.O.O.O.O.O.O.O.O.O.O
Energy above the lowest of the compared OMol25 structures with the same formula, charge and spin, kcal/mol: 128.0
Multiplicity: 1

Atom charges from the Mulliken analysis, given in e for atoms 1 to 8: number 1, N, carries -0.144; number 2, C, carries -0.696; number 3, N, carries -0.254; number 4, C, carries -1.328; number 5, C, carries 0.466; number 6, N, carries -0.336; number 7, O, carries -0.243; number 8, H, carries -0.016